Entry from the OMol25 dataset: a molecular structure, C4H11N2O (ωB97M-V with the def2-TZVPD basis set).

Summary:
Kohn-Sham gap: 10.18 eV
ΔE to the lowest compared entry with this formula, charge and spin: 3.1278 eV
HOMO: -13.8 eV
Electronic energy: -343.449211 hartree

```
! wB97M-V def2-TZVPD RIJCOSX def2/J DEFGRID3
* xyz 1 1
O -2.128 -0.823 -2.479
C -1.940 -0.895 -1.268
C -0.953 0.090 -0.476
C -0.459 -0.689 0.853
C 0.995 -0.328 1.249
N 1.565 1.012 0.832
N 0.218 0.440 -1.225
H -2.635 -1.361 -0.484
H -1.457 1.057 -0.147
H -0.420 -1.660 0.451
H -1.258 -0.511 1.621
H 1.738 -0.985 0.797
H 1.065 -0.422 2.274
H 2.550 1.015 0.712
H 1.424 1.917 1.287
H 0.957 1.142 -0.295
H 0.746 -0.231 -1.888
H -0.008 1.232 -1.814
*
```

Atom charges from the natural (NBO) analysis, given in e for atoms 1 to 2: atom 1 (O): -0.453, atom 2 (C): 0.415